{"formula": "C4H8O2", "method": "wB97M-V/def2-TZVPD", "elements": ["O", "C", "C", "C", "O", "C", "H", "H", "H", "H", "H", "H", "H", "H"], "positions_angstrom": [[0.9028, 1.3118, 0.8719], [-0.0634, 0.9437, -0.1186], [0.5587, -0.1011, -1.0538], [0.5625, -1.2358, -0.0439], [-0.7934, -1.2537, 0.3986], [-1.2173, 0.1064, 0.4444], [0.5864, 1.0665, 1.7507], [-0.3949, 1.8650, -0.6062], [1.5193, 0.1871, -1.4856], [-0.1454, -0.3470, -1.8615], [1.2187, -0.9322, 0.7892], [0.8531, -2.2271, -0.3902], [-2.1164, 0.2356, -0.1726], [-1.4707, 0.3809, 1.4775]], "forces_ev_per_angstrom": [[-0.1774, 0.1331, 0.0914], [-0.0908, 0.0885, -0.1097], [0.0414, 0.0290, 0.0062], [0.3968, -0.1116, 0.0066], [-0.0106, -0.0772, 0.1550], [-0.1587, 0.3011, 0.0930], [-0.0003, 0.1019, -0.2561], [-0.0794, -0.1958, -0.0360], [-0.0480, -0.0122, 0.2723], [0.1987, 0.1175, 0.1130], [-0.0237, -0.4189, -0.2552], [-0.2215, 0.0796, -0.1163], [0.1277, -0.0734, 0.1203], [0.0458, 0.0384, -0.0847]], "nbo_charge": [-0.725, 0.061, -0.448, -0.078, -0.532, -0.103, 0.471, 0.187, 0.226, 0.210, 0.172, 0.197, 0.189, 0.174], "homo_energy_ha": -0.3593, "homo_lumo_gap_ha": 0.3941, "de_lowest_kcal_mol": 33.2, "max_force_ev_per_a": 0.5, "molar_mass_g_mol": 88.1, "smiles": "O[C@H]1CCOC1"}


{"formula": "C4H8O2", "method": "wB97M-V/def2-TZVPD", "elements": ["O", "C", "C", "C", "C", "O", "H", "H", "H", "H", "H", "H", "H", "H"], "positions_angstrom": [[0.9243, 1.3195, -1.1443], [-0.2636, 1.4823, -0.4394], [-0.5299, 0.2785, 0.4997], [-0.6763, -0.9779, -0.2756], [0.6844, -1.4021, 0.5964], [0.6715, -0.1060, 1.1593], [1.5491, 1.0180, -0.4702], [-0.2451, 2.3738, 0.1868], [-1.0395, 1.6237, -1.1952], [-1.3137, 0.5026, 1.2351], [-1.6866, -1.3730, -0.2329], [-0.3921, -1.0193, -1.3218], [1.5265, -1.6560, -0.0535], [0.7910, -2.0640, 1.4556]], "forces_ev_per_angstrom": [[0.6445, -0.2826, 0.0534], [-0.7383, 0.2797, 0.8515], [0.1538, 1.9541, -1.1722], [1.1937, -2.2635, 0.8679], [-1.4317, -0.6624, -0.4442], [0.5840, 1.1890, 0.0057], [0.2627, 0.0274, -0.1712], [0.1240, 0.3913, 0.0087], [-0.2627, -0.2261, 0.2706], [0.0417, -0.0811, -0.2466], [0.2041, -0.8468, 0.5223], [0.1140, 0.7170, -0.0677], [-0.0073, 0.5223, -0.2195], [-0.8826, -0.7180, -0.2588]], "nbo_charge": [-0.711, -0.077, 0.065, -0.451, -0.053, -0.549, 0.472, 0.155, 0.180, 0.182, 0.216, 0.222, 0.168, 0.181], "homo_energy_ha": -0.3591, "homo_lumo_gap_ha": 0.3975, "de_lowest_kcal_mol": 60.4, "max_force_ev_per_a": 2.7, "molar_mass_g_mol": 88.1, "smiles": "OC[C@H]1CCO1"}


{"formula": "C4H8O2", "method": "wB97M-V/def2-TZVPD", "elements": ["O", "C", "C", "C", "H", "H", "H", "H", "C", "O", "H", "H", "H", "H"], "positions_angstrom": [[1.0795, -2.0490, -0.6092], [0.4458, -1.8833, 0.6283], [0.0165, -0.5751, 1.1758], [-0.9419, -1.3625, 0.7681], [1.0736, -1.2188, -1.0991], [0.8119, -2.6670, 1.2899], [0.3118, 0.3792, 1.5908], [-2.0003, -1.5219, 0.6159], [-0.1087, 2.1658, -0.6514], [0.2932, 0.9482, -1.2575], [0.5353, 2.4284, 0.1999], [-1.1447, 2.1135, -0.2942], [-0.0416, 2.9674, -1.3923], [-0.3303, 0.2751, -0.9650]], "forces_ev_per_angstrom": [[-0.0139, 0.0917, -0.1842], [-0.0419, -0.2434, 0.4082], [-0.1351, -0.1125, -0.0105], [0.1143, 0.1007, 0.0441], [0.0992, 0.0800, 0.0386], [-0.0761, 0.0844, -0.0576], [-0.0475, -0.1720, -0.0635], [0.1545, 0.0133, 0.0278], [-0.0973, 0.3168, 0.0890], [-0.1144, -0.0866, -0.1253], [-0.0575, -0.0966, -0.1554], [0.1647, 0.0477, -0.0680], [0.0074, -0.0986, 0.0977], [0.0436, 0.0751, -0.0411]], "nbo_charge": [-0.719, 0.066, -0.210, -0.235, 0.477, 0.168, 0.228, 0.228, -0.252, -0.742, 0.162, 0.170, 0.184, 0.474], "homo_energy_ha": -0.3553, "homo_lumo_gap_ha": 0.3888, "de_lowest_kcal_mol": 91.5, "max_force_ev_per_a": 0.5, "molar_mass_g_mol": 88.1, "smiles": "OC1C=C1.CO"}


{"formula": "C4H8O2", "method": "wB97M-V/def2-TZVPD", "elements": ["C", "C", "O", "C", "C", "O", "H", "H", "H", "H", "H", "H", "H", "H"], "positions_angstrom": [[-1.5329, -0.1993, -0.4604], [-0.3199, 0.5413, 0.0601], [-0.7017, 1.5873, 0.9362], [0.5850, -0.3690, 0.8308], [1.9085, -0.2997, 0.8393], [3.0486, -0.4278, 1.0294], [-2.1923, 0.4839, -1.0077], [-1.2345, -1.0030, -1.1346], [-2.0874, -0.6386, 0.3713], [0.2211, 0.9624, -0.7969], [-1.4486, 2.0545, 0.5390], [1.5329, -1.0854, -1.2258], [0.1566, -0.9744, 1.6252], [2.0646, -0.6323, -1.6059]], "forces_ev_per_angstrom": [[-0.1991, -0.1047, -0.0799], [0.2729, -0.2038, -0.2972], [-0.3101, 0.4289, 0.1503], [0.4890, 0.4518, -0.0791], [-0.2929, -0.8039, 1.5903], [-0.5195, 0.4279, -0.7371], [0.0350, -0.1158, 0.0630], [-0.0106, 0.0404, -0.0283], [-0.0298, 0.0333, -0.0212], [0.0765, -0.0418, 0.0767], [0.1326, -0.0205, 0.0846], [1.1762, 0.8978, -1.1138], [0.1727, 0.0246, -0.0322], [-0.9930, -1.0142, 0.4239]], "nbo_charge": [-0.625, 0.089, -0.714, -0.585, 0.757, -0.448, 0.204, 0.221, 0.212, 0.168, 0.464, 0.006, 0.268, -0.015], "homo_energy_ha": -0.3336, "homo_lumo_gap_ha": 0.3627, "de_lowest_kcal_mol": 66.9, "max_force_ev_per_a": 1.9, "molar_mass_g_mol": 88.1}


{"formula": "C4H8O2", "method": "wB97M-V/def2-TZVPD", "elements": ["C", "C", "O", "C", "C", "O", "H", "H", "H", "H", "H", "H", "H", "H"], "positions_angstrom": [[1.5284, -0.6783, 0.6576], [0.5430, 0.4227, 0.1951], [1.2182, 1.5291, -0.2726], [-0.4946, -0.1686, -0.7164], [-1.8810, -0.3400, -0.2852], [-1.4985, 0.7036, -1.1761], [2.1130, -1.0606, -0.2060], [2.2613, -0.2961, 1.3702], [1.0067, -1.5416, 1.0823], [-0.4474, 1.3769, 0.9041], [0.3964, 2.0483, -0.0650], [-0.0965, -0.8523, -1.4665], [-2.1678, -0.0160, 0.7163], [-2.4811, -1.1272, -0.7376]], "forces_ev_per_angstrom": [[-0.4436, 0.4050, 0.3136], [-1.8017, 0.3875, 1.4899], [-0.7584, 0.9732, -0.4415], [0.2408, -0.2163, -0.1153], [-0.1250, -0.2155, 0.0892], [-0.1323, 0.2750, -0.0870], [-0.5149, 0.4917, 0.1674], [-0.2251, 0.0277, 0.0193], [0.0183, 0.2035, 0.0321], [1.5948, -3.4935, 0.1928], [2.0587, 1.0583, -1.4590], [-0.0582, 0.0573, -0.0673], [0.0847, -0.0665, -0.2142], [0.0619, 0.1126, 0.0799]], "nbo_charge": [-0.669, 0.241, -0.725, -0.026, -0.104, -0.482, 0.234, 0.234, 0.223, 0.008, 0.494, 0.191, 0.194, 0.188], "homo_energy_ha": -0.3548, "homo_lumo_gap_ha": 0.3811, "de_lowest_kcal_mol": 108.6, "max_force_ev_per_a": 3.8, "molar_mass_g_mol": 88.1}


{"formula": "C4H8O2", "method": "wB97M-V/def2-TZVPD", "elements": ["C", "C", "O", "C", "C", "O", "H", "H", "H", "H", "H", "H", "H", "H"], "positions_angstrom": [[-1.4831, -0.8615, -0.5833], [-0.7672, -0.0580, 0.4587], [0.4160, -0.6819, 0.9594], [1.5708, -0.1195, 0.3683], [1.1871, 1.3182, 0.0721], [1.0574, 1.7982, -1.0293], [-0.7914, -1.0323, -1.4181], [-1.8625, -1.8030, -0.1942], [-2.3008, -0.2356, -0.9573], [-1.3616, 0.2487, 1.3222], [-0.5367, 0.8359, -0.1139], [1.8667, -0.6365, -0.5526], [2.3875, -0.1451, 1.0993], [0.8692, 1.8485, 0.9987]], "forces_ev_per_angstrom": [[-0.1791, -0.2533, -0.0791], [-0.4800, -0.0170, -0.0250], [-0.0756, 0.2424, 0.0491], [0.2348, 0.1873, -0.2383], [0.4727, 0.3902, -0.3586], [0.8230, 0.1331, 0.4533], [-0.2249, -0.1636, 0.1342], [-0.0697, -0.1138, -0.1542], [-0.0566, -0.3067, -0.0084], [-0.2052, -0.2857, -0.1061], [-0.4440, -0.0131, 0.6013], [-0.0335, 0.0551, 0.0761], [-0.0928, -0.1032, -0.1343], [0.3308, 0.2483, -0.2100]], "nbo_charge": [-0.627, -0.085, -0.519, -0.161, 0.401, -0.523, 0.212, 0.213, 0.214, 0.184, 0.190, 0.183, 0.200, 0.118], "homo_energy_ha": -0.3646, "homo_lumo_gap_ha": 0.3956, "de_lowest_kcal_mol": 55.4, "max_force_ev_per_a": 0.9, "molar_mass_g_mol": 88.1, "smiles": "CCOCC=O"}


{"formula": "C4H8O2", "method": "wB97M-V/def2-TZVPD", "elements": ["C", "O", "C", "C", "C", "O", "H", "H", "H", "H", "H", "H", "H", "H"], "positions_angstrom": [[-0.5338, 0.9910, 1.7930], [-0.4723, 1.2231, 0.3985], [0.0331, 0.2549, -0.4240], [-0.1682, 0.4258, -1.7335], [1.0678, -0.6431, 0.1992], [1.4315, -1.7521, -0.0984], [-1.4147, 1.5169, 2.1612], [-0.6366, -0.0706, 2.0490], [0.3426, 1.3982, 2.3077], [-0.6813, -2.0949, -1.3293], [0.0673, -0.3034, -2.4888], [-0.5508, 1.3850, -2.0494], [-0.0713, -2.2457, -1.7868], [1.5864, -0.0852, 1.0014]], "forces_ev_per_angstrom": [[-0.0140, -0.0329, 0.3658], [0.1588, 0.1384, 0.0452], [0.0891, 0.1160, -0.3263], [0.2081, 0.0903, 0.1823], [0.1039, -0.1231, -0.0078], [-0.1053, 0.5039, 0.0070], [0.0279, -0.0368, -0.0640], [0.0037, 0.1054, -0.1430], [-0.0251, -0.0631, -0.0722], [0.7908, -0.5423, -0.9789], [0.3981, 0.0862, 0.1523], [-0.4427, -0.0653, -0.0560], [-1.2292, -0.0958, 0.7545], [0.0359, -0.0809, 0.1411]], "nbo_charge": [-0.259, -0.512, 0.177, -0.390, 0.371, -0.498, 0.202, 0.181, 0.178, -0.010, 0.222, 0.214, 0.007, 0.118], "homo_energy_ha": -0.3387, "homo_lumo_gap_ha": 0.3496, "de_lowest_kcal_mol": 86.4, "max_force_ev_per_a": 1.4, "molar_mass_g_mol": 88.1}


{"formula": "C4H8O2", "method": "wB97M-V/def2-TZVPD", "elements": ["C", "C", "O", "C", "C", "O", "H", "H", "H", "H", "H", "H", "H", "H"], "positions_angstrom": [[-0.7350, -1.3658, -0.0171], [0.3091, -0.3639, 0.3114], [1.0417, -0.7355, 1.4492], [0.9554, 0.5593, -0.6202], [-0.0907, 1.2576, 0.1726], [-1.2488, 1.6742, -0.4763], [-0.3286, -2.1713, -0.6299], [-1.5503, -0.8637, -0.5466], [-1.1466, -1.7879, 0.9081], [1.7951, -0.1401, 1.5667], [2.0128, 0.7897, -0.5408], [0.6394, 0.4005, -1.6515], [-0.2240, 1.0528, 1.2174], [-1.2524, 1.3018, -1.3701]], "forces_ev_per_angstrom": [[-0.0268, -0.1125, -0.2355], [0.0256, -0.4453, -0.7659], [-0.2528, 0.5221, 0.1021], [0.3836, -0.1635, -0.1422], [-0.3141, -1.4715, 0.3346], [-0.1283, -0.3219, -0.0387], [-0.1838, -0.1476, -0.0133], [0.0107, -0.2030, -0.0695], [0.1486, 0.1119, -0.2029], [-0.1693, -0.1366, -0.0934], [0.0859, 0.0221, -0.0118], [0.1276, 0.2181, 0.0768], [0.3684, 1.9437, 0.8602], [-0.0754, 0.1840, 0.1994]], "nbo_charge": [-0.638, 0.254, -0.700, -0.485, -0.026, -0.691, 0.214, 0.214, 0.233, 0.475, 0.219, 0.224, 0.243, 0.461], "homo_energy_ha": -0.2861, "homo_lumo_gap_ha": 0.3161, "de_lowest_kcal_mol": 80.7, "max_force_ev_per_a": 2.2, "molar_mass_g_mol": 88.1, "smiles": "C[C@@]1(O)C[C@H]1O"}


{"formula": "C4H8O2", "method": "wB97M-V/def2-TZVPD", "elements": ["C", "C", "O", "H", "H", "H", "H", "C", "C", "O", "H", "H", "H", "H"], "positions_angstrom": [[0.9528, 0.5542, -1.8417], [-0.3451, 0.9662, -1.2021], [-0.4090, 1.6001, -0.1743], [1.1696, 1.2428, -2.6680], [1.7619, 0.6158, -1.1098], [0.8916, -0.4545, -2.2633], [-1.2705, 0.6543, -1.7295], [0.0222, -0.5348, 2.0294], [-0.9484, -0.9830, 0.9669], [-2.1497, -0.9821, 1.0734], [0.8609, 0.0178, 1.5883], [0.4247, -1.4242, 2.5329], [-0.4849, 0.0901, 2.7674], [-0.4761, -1.3625, 0.0303]], "forces_ev_per_angstrom": [[0.0840, 0.0111, 0.0435], [0.0465, 0.2191, 0.2149], [0.0353, -0.2168, -0.4857], [-0.0454, -0.0970, 0.0865], [-0.0843, 0.0175, -0.1314], [-0.0476, 0.1404, 0.0612], [0.0572, 0.0936, 0.0659], [-0.0562, 0.0523, 0.0608], [-0.2123, -0.0516, 0.1349], [0.5154, -0.0071, -0.0016], [-0.2194, -0.1507, 0.0532], [-0.0525, 0.1111, -0.1221], [0.0404, -0.0978, -0.1015], [-0.0610, -0.0243, 0.1215]], "nbo_charge": [-0.731, 0.435, -0.527, 0.245, 0.232, 0.228, 0.119, -0.724, 0.451, -0.521, 0.232, 0.234, 0.239, 0.086], "homo_energy_ha": -0.3611, "homo_lumo_gap_ha": 0.3943, "de_lowest_kcal_mol": 35.9, "max_force_ev_per_a": 0.5, "molar_mass_g_mol": 88.1, "smiles": "CC=O.CC=O"}